w | ORCA calculation (ωB97M-V with the def2-TZVPD basis set) on one molecule with the formula C3H5FOS.

Calculated values
Spin multiplicity ... 1
Gap between HOMO and LUMO ... 8.36 eV

CARTESIAN COORDINATES (ANGSTROEM)
C  0.931  0.501  0.727
C  -0.481  -0.305  0.732
C  -0.571  -0.927  -0.750
H  -0.203  1.018  -1.679
H  1.565  1.119  1.672
H  1.511  -0.145  -0.253
H  -0.413  -1.195  1.281
H  -1.500  -1.462  -0.969
O  0.332  -0.708  -1.550
F  -1.625  0.250  1.164
S  0.454  1.855  -0.376

=====

x | ORCA calculation (ωB97M-V with the def2-TZVPD basis set) on one molecule with the formula C3H5FOS.

Calculated values
Spin multiplicity ... 1
Gap between HOMO and LUMO ... 10.03 eV

CARTESIAN COORDINATES (ANGSTROEM)
C  0.818  -1.773  0.712
C  -0.117  0.411  -0.441
C  -0.569  1.852  -0.409
H  1.255  -2.135  -0.326
H  -0.101  -2.243  0.801
H  1.282  -1.983  1.544
H  -0.384  2.237  -1.541
H  -1.674  1.526  -0.570
O  -0.796  -0.275  -1.359
F  -0.440  2.565  0.630
S  0.725  -0.183  0.959

=====

Stability, lowest: w

=====

w | ORCA calculation (ωB97M-V with the def2-TZVPD basis set) on C2H6O2 as an isolated structure.

Calculated values
Spin multiplicity ... 1
Gap between HOMO and LUMO ... 9.88 eV

CARTESIAN COORDINATES (ANGSTROEM)
C  -1.108  0.092  -0.723
C  -0.424  0.029  0.588
O  1.993  -0.403  0.112
O  1.231  0.720  0.354
H  -0.371  -0.126  -1.569
H  -1.823  -0.679  -0.747
H  -1.625  0.947  -0.897
H  -0.041  -0.916  0.879
H  -0.774  0.600  1.468
H  2.943  -0.264  0.536

=====

x | ORCA calculation (ωB97M-V with the def2-TZVPD basis set) on a 2-piece molecular cluster, C2H6O2 overall.

Calculated values
Spin multiplicity ... 1
Gap between HOMO and LUMO ... 11.71 eV

CARTESIAN COORDINATES (ANGSTROEM)
C  -0.847  -1.858  -0.665
H  -0.170  -2.223  0.166
H  -0.311  -1.828  -1.634
H  -1.439  -2.784  -0.836
H  -1.359  -0.976  -0.182
O  1.087  1.109  1.670
C  1.184  1.759  0.636
O  0.201  2.413  -0.007
H  2.154  1.825  0.165
H  -0.501  2.563  0.687

=====

Stability, lowest: w

=====

w | ORCA calculation (ωB97M-V with the def2-TZVPD basis set) on C46H66N2O4P2PtSb as an isolated structure.

Calculated values
Net charge ... -1
Spin multiplicity ... 1
Gap between HOMO and LUMO ... 6.38 eV

CARTESIAN COORDINATES (ANGSTROEM)
Pt  -0.426  0.058  -0.226
C  -3.069  2.398  -1.755
C  -4.159  1.376  -1.631
C  -5.487  1.790  -1.679
C  -6.536  0.888  -1.583
C  -6.267  -0.464  -1.455
C  -4.949  -0.895  -1.408
C  -3.887  0.004  -1.474
P  -2.148  -0.585  -1.406
C  -2.311  -2.407  -1.161
C  -1.819  -3.245  -2.162
C  -1.750  -4.620  -1.989
C  -2.176  -5.181  -0.798
C  -2.670  -4.359  0.203
C  -2.747  -2.979  0.046
C  -3.308  -2.160  1.174
C  -1.675  -0.430  -3.150
C  -2.518  -0.443  -4.258
C  -1.979  -0.269  -5.522
C  -0.605  -0.096  -5.668
C  0.228  -0.101  -4.561
C  -0.301  -0.266  -3.280
C  0.537  -0.265  -2.033
H  -3.483  3.406  -1.762
H  -2.508  2.253  -2.681
H  -2.346  2.309  -0.942
H  -5.697  2.847  -1.791
H  -7.559  1.243  -1.616
H  -7.074  -1.183  -1.395
H  -4.743  -1.955  -1.323
H  -1.465  -2.818  -3.090
H  -1.350  -5.241  -2.780
H  -2.114  -6.251  -0.640
H  -2.995  -4.793  1.142
H  -3.146  -2.659  2.130
H  -4.383  -2.000  1.053
H  -2.837  -1.181  1.217
H  -3.587  -0.568  -4.128
H  -2.624  -0.253  -6.392
H  -0.186  0.062  -6.655
H  1.295  0.049  -4.680
H  1.259  0.551  -2.089
H  1.107  -1.194  -1.958
C  4.227  -1.260  3.728
C  2.827  -1.126  3.124
C  1.948  -2.264  3.662
C  2.201  0.173  3.637
P  2.654  -1.115  1.216
N  1.251  -0.777  0.727
C  4.048  0.024  0.606
C  4.011  1.346  1.389
C  3.706  0.426  -0.834
C  5.474  -0.534  0.661
C  3.050  -2.916  0.647
C  1.748  -3.727  0.767
C  4.178  -3.670  1.358
C  3.367  -2.907  -0.856
H  4.132  -1.308  4.820
H  4.854  -0.398  3.500
H  4.751  -2.159  3.406
H  1.803  -2.125  4.739
H  2.400  -3.244  3.519
H  0.970  -2.258  3.177
H  1.919  0.054  4.689
H  1.312  0.395  3.053
H  2.870  1.028  3.567
H  3.002  1.759  1.436
H  4.627  2.078  0.857
H  4.424  1.252  2.395
H  2.744  0.935  -0.835
H  3.660  -0.406  -1.530
H  4.469  1.127  -1.190
H  5.765  -0.857  1.661
H  6.165  0.261  0.360
H  5.631  -1.368  -0.020
H  1.530  -4.033  1.789
H  1.842  -4.638  0.166
H  0.906  -3.139  0.396
H  3.951  -3.867  2.405
H  5.134  -3.149  1.307
H  4.310  -4.643  0.871
H  2.575  -2.410  -1.415
H  3.423  -3.944  -1.204
H  4.314  -2.432  -1.098
O  2.181  4.269  0.434
C  1.532  3.457  -0.245
O  0.953  2.408  0.135
C  1.449  3.736  -1.753
C  2.286  4.681  -2.339
C  2.240  4.916  -3.703
C  1.331  4.199  -4.466
C  0.478  3.258  -3.911
C  0.551  3.032  -2.547
N  1.275  4.440  -5.914
O  2.053  5.245  -6.394
O  0.473  3.802  -6.573
H  2.967  5.221  -1.696
H  2.887  5.637  -4.181
H  -0.209  2.714  -4.544
H  -0.071  2.288  -2.069
C  -4.441  1.216  1.861
C  -3.195  2.034  2.190
Sb  -1.281  1.037  2.057
C  -0.183  2.697  2.838
C  -0.500  3.043  4.287
C  -1.391  -0.233  3.805
C  -2.606  -0.067  4.709
H  -5.337  1.843  1.868
H  -4.602  0.412  2.579
H  -4.376  0.761  0.874
H  -3.271  2.461  3.192
H  -3.103  2.876  1.498
H  -0.398  3.524  2.160
H  0.869  2.483  2.684
H  -1.549  3.314  4.428
H  0.102  3.893  4.617
H  -0.281  2.211  4.961
H  -0.478  -0.027  4.364
H  -1.302  -1.258  3.443
H  -2.704  0.960  5.068
H  -2.526  -0.713  5.588
H  -3.535  -0.326  4.202

=====

x | ORCA calculation (ωB97M-V with the def2-TZVPD basis set) on C46H66N2O4P2PtSb as an isolated structure.

Calculated values
Net charge ... -1
Spin multiplicity ... 1
Gap between HOMO and LUMO ... 6.40 eV

CARTESIAN COORDINATES (ANGSTROEM)
Pt  0.477  -0.105  0.443
C  1.209  2.692  3.021
C  0.501  2.017  4.159
C  0.196  2.764  5.295
C  -0.382  2.186  6.413
C  -0.654  0.828  6.409
C  -0.362  0.074  5.284
C  0.189  0.650  4.138
P  0.678  -0.410  2.696
C  0.133  -2.066  3.238
C  1.062  -3.063  3.513
C  0.661  -4.363  3.790
C  -0.686  -4.674  3.778
C  -1.620  -3.683  3.510
C  -1.244  -2.369  3.246
C  -2.319  -1.352  2.964
C  2.482  -0.273  2.879
C  3.216  -0.619  4.011
C  4.598  -0.533  3.995
C  5.238  -0.083  2.843
C  4.503  0.317  1.740
C  3.106  0.255  1.745
C  2.276  0.806  0.612
H  1.057  3.770  3.057
H  0.859  2.318  2.059
H  2.284  2.497  3.065
H  0.431  3.822  5.296
H  -0.608  2.791  7.282
H  -1.097  0.351  7.275
H  -0.579  -0.986  5.298
H  2.120  -2.836  3.478
H  1.404  -5.126  3.985
H  -1.016  -5.689  3.965
H  -2.674  -3.931  3.487
H  -3.300  -1.780  3.171
H  -2.290  -1.057  1.912
H  -2.210  -0.454  3.570
H  2.702  -0.971  4.899
H  5.174  -0.823  4.864
H  6.321  -0.035  2.814
H  5.007  0.695  0.858
H  2.822  0.716  -0.328
H  2.155  1.884  0.780
C  2.251  -1.912  -2.870
C  2.139  -0.610  -3.676
C  3.392  0.210  -3.334
C  2.178  -0.933  -5.172
P  0.611  0.325  -3.014
N  0.438  0.337  -1.504
C  0.732  2.120  -3.642
C  1.195  2.344  -5.084
C  1.653  2.891  -2.682
C  -0.651  2.761  -3.469
C  -0.921  -0.450  -3.835
C  -0.821  -1.975  -3.673
C  -2.147  -0.038  -3.004
C  -1.173  -0.132  -5.311
H  3.302  -2.197  -2.767
H  1.730  -2.744  -3.338
H  1.842  -1.768  -1.873
H  4.274  -0.415  -3.505
H  3.389  0.510  -2.286
H  3.496  1.098  -3.955
H  3.137  -1.412  -5.401
H  2.095  -0.049  -5.804
H  1.395  -1.634  -5.461
H  2.239  2.067  -5.231
H  1.108  3.410  -5.321
H  0.592  1.798  -5.810
H  2.705  2.649  -2.807
H  1.373  2.674  -1.651
H  1.536  3.964  -2.866
H  -1.378  2.413  -4.204
H  -0.556  3.845  -3.588
H  -1.038  2.559  -2.470
H  -0.581  -2.244  -2.644
H  -0.090  -2.424  -4.343
H  -1.794  -2.415  -3.909
H  -1.944  -0.188  -1.941
H  -2.992  -0.673  -3.289
H  -2.442  0.997  -3.167
H  -0.329  -0.392  -5.950
H  -1.412  0.919  -5.478
H  -2.034  -0.716  -5.654
O  -3.013  -2.775  -0.247
C  -1.811  -2.547  -0.079
O  -1.316  -1.404  0.156
C  -0.882  -3.764  -0.171
C  -1.452  -5.002  -0.469
C  -0.674  -6.141  -0.562
C  0.691  -6.021  -0.354
C  1.290  -4.810  -0.061
C  0.488  -3.683  0.035
N  1.529  -7.225  -0.438
O  0.986  -8.286  -0.690
O  2.730  -7.101  -0.283
H  -2.522  -5.037  -0.621
H  -1.101  -7.106  -0.789
H  2.357  -4.759  0.098
H  0.928  -2.721  0.271
C  -4.859  1.663  -0.447
C  -3.788  2.717  -0.716
Sb  -2.087  2.368  0.579
C  -0.929  4.123  0.021
C  -1.598  5.107  -0.934
C  -2.997  3.280  2.341
C  -3.716  4.610  2.151
H  -5.732  1.795  -1.093
H  -5.211  1.707  0.588
H  -4.471  0.655  -0.612
H  -4.174  3.728  -0.570
H  -3.432  2.649  -1.745
H  -0.001  3.737  -0.408
H  -0.662  4.623  0.955
H  -1.897  4.626  -1.866
H  -0.924  5.929  -1.195
H  -2.498  5.544  -0.497
H  -2.185  3.387  3.063
H  -3.671  2.529  2.762
H  -3.058  5.360  1.707
H  -4.074  5.016  3.103
H  -4.584  4.509  1.497

=====

Stability, lowest: w

=====

w | ORCA calculation (ωB97M-V with the def2-TZVPD basis set) on an isolated ion of composition C9H12N and charge +1.

Calculated values
Net charge ... +1
Spin multiplicity ... 1
Gap between HOMO and LUMO ... 8.85 eV

CARTESIAN COORDINATES (ANGSTROEM)
C  2.477  -0.557  0.583
C  1.549  0.221  0.020
C  0.163  0.370  0.203
C  -0.950  1.068  -0.023
C  3.646  0.207  0.013
C  2.589  1.088  -0.697
C  -1.993  0.455  0.814
C  -0.921  -0.593  0.568
C  -3.408  0.445  0.240
N  -1.434  -1.564  -0.545
H  2.546  -1.192  1.419
H  4.327  0.498  0.787
H  4.145  -0.323  -0.880
H  2.545  0.951  -1.749
H  2.408  2.116  -0.321
H  -1.953  0.690  1.875
H  -3.551  1.496  0.314
H  -4.231  -0.089  0.713
H  -3.359  0.084  -0.751
H  -0.623  -1.771  -1.180
H  -2.277  -1.073  -1.090
H  -1.695  -2.526  -0.315

=====

x | ORCA calculation (ωB97M-V with the def2-TZVPD basis set) on an isolated ion of composition C9H12N and charge +1.

Calculated values
Net charge ... +1
Spin multiplicity ... 1
Gap between HOMO and LUMO ... 9.33 eV

CARTESIAN COORDINATES (ANGSTROEM)
C  3.644  0.057  -0.177
C  2.503  0.062  -0.550
C  -2.205  -0.866  -0.481
C  -1.572  -1.928  0.109
C  -1.331  0.223  -0.491
C  -1.500  1.434  -1.076
C  0.078  -0.140  0.096
C  1.119  0.099  -1.046
C  0.468  0.944  1.203
N  -0.157  -1.619  0.481
H  4.589  0.232  0.039
H  -3.230  -0.812  -0.854
H  -1.903  -2.941  0.401
H  -0.831  2.277  -1.071
H  -2.434  1.756  -1.623
H  1.029  -0.583  -1.866
H  0.554  -2.185  -0.078
H  0.944  1.069  -1.482
H  1.390  0.656  1.699
H  -0.331  1.138  1.781
H  0.861  1.778  0.608
H  0.051  -1.689  1.441

=====

Stability, lowest: w